Entry from the Open Molecules 2025 dataset: a cluster of 12 separate species, C35H69B6F24N11O in total in a non-equilibrium geometry (ωB97M-V/def2-TZVPD).

The value obtained for the electronic energy is -4599.6596 a.u. The value obtained for the LUMO energy (alpha / beta) is 0.0258 / 0.0258 hartree. The HOMO energy (alpha / beta) is -0.048 / -0.197 Ha.

ORCA input file:
```
! wB97M-V def2-TZVPD RIJCOSX def2/J DEFGRID3
* xyz -1 2
C -0.18 2.68 -4.50
C -1.38 3.65 -4.34
N -1.58 4.36 -5.61
C -1.95 3.81 -6.81
C -1.97 4.85 -7.74
N -1.66 6.02 -7.10
C -1.42 5.71 -5.78
C -1.76 7.35 -7.64
H -0.21 2.05 -5.39
H -0.33 1.97 -3.69
H 0.77 3.21 -4.40
H -0.94 4.27 -3.56
H -2.35 3.19 -4.11
H -2.07 2.74 -6.85
H -2.28 4.79 -8.78
H -1.16 6.44 -5.02
H -2.80 7.58 -7.87
H -0.99 7.48 -8.39
H -1.56 8.02 -6.80
C 3.41 -0.74 4.30
C 4.12 0.53 4.80
N 3.62 1.67 4.19
C 3.93 2.19 2.93
C 3.33 3.41 2.84
N 2.45 3.60 3.90
C 2.69 2.51 4.77
C 1.72 4.83 4.26
H 3.50 -1.62 4.95
H 3.83 -0.91 3.31
H 2.34 -0.70 4.08
H 5.21 0.49 4.73
H 4.01 0.58 5.89
H 4.60 1.67 2.26
H 3.40 4.24 2.15
H 2.23 2.36 5.73
H 0.78 4.52 4.71
H 1.55 5.42 3.36
H 2.24 5.52 4.93
C -5.04 -0.49 3.52
C -4.45 -1.70 4.32
N -4.98 -1.66 5.71
C -4.46 -1.27 6.91
C -5.46 -1.21 7.88
N -6.58 -1.90 7.34
C -6.23 -2.17 6.03
C -7.71 -2.32 8.05
H -6.13 -0.55 3.51
H -4.65 -0.35 2.51
H -4.80 0.49 3.94
H -3.37 -1.61 4.39
H -4.79 -2.65 3.91
H -3.44 -0.94 6.91
H -5.42 -0.86 8.90
H -6.92 -2.64 5.34
H -7.58 -2.28 9.13
H -7.91 -3.35 7.77
H -8.48 -1.61 7.75
C 4.35 -1.31 -8.73
C 2.86 -0.98 -8.47
N 2.66 -1.26 -7.01
C 2.54 -2.52 -6.46
C 2.25 -2.35 -5.14
N 2.33 -0.99 -4.87
C 2.48 -0.30 -6.05
C 2.00 -0.39 -3.60
H 5.04 -0.91 -7.99
H 4.73 -1.11 -9.73
H 4.45 -2.38 -8.57
H 2.16 -1.58 -9.05
H 2.75 0.09 -8.62
H 2.76 -3.37 -7.08
H 2.18 -3.03 -4.30
H 2.57 0.77 -6.17
H 1.98 0.70 -3.63
H 2.78 -0.53 -2.85
H 1.08 -0.84 -3.23
C 0.98 -3.33 3.65
C -0.08 -4.24 2.97
N 0.49 -5.34 2.18
C 0.88 -6.55 2.73
C 1.53 -7.32 1.69
N 1.59 -6.56 0.60
C 0.89 -5.34 0.84
C 2.21 -6.92 -0.69
H 1.35 -2.55 2.99
H 1.69 -4.08 3.99
H 0.66 -2.94 4.62
H -0.62 -3.53 2.34
H -0.72 -4.63 3.76
H 0.60 -6.75 3.75
H 1.98 -8.29 1.80
H 0.78 -4.51 0.15
H 3.20 -6.46 -0.77
H 1.67 -6.69 -1.62
H 2.48 -7.97 -0.68
C -1.46 -0.39 0.72
N -0.36 0.74 0.67
C -0.23 1.21 -0.81
C -0.92 1.92 1.49
C 1.06 0.29 1.24
C 1.86 -0.79 0.50
O 1.13 -2.01 0.46
H -1.21 -0.97 -0.16
H -2.44 0.08 0.77
H -1.27 -0.88 1.68
H -1.27 1.38 -1.10
H 0.21 0.43 -1.44
H 0.47 2.04 -0.90
H -1.72 2.44 0.97
H -0.07 2.58 1.64
H -1.17 1.58 2.50
H 1.00 0.13 2.32
H 1.65 1.18 1.08
H 2.85 -0.98 0.92
H 2.03 -0.38 -0.49
H 1.62 -2.60 -0.13
B 3.82 2.65 -0.80
F 2.75 3.37 -0.26
F 3.35 1.49 -1.42
F 4.46 3.42 -1.74
F 4.81 2.40 0.15
B -4.48 2.12 -1.54
F -3.55 1.24 -2.11
F -5.67 1.44 -1.31
F -3.97 2.64 -0.39
F -4.74 3.15 -2.49
B -1.23 0.60 5.18
F -0.45 1.67 5.03
F -1.32 0.35 6.53
F -2.44 0.80 4.54
F -0.51 -0.49 4.76
B -1.08 -3.34 -2.50
F 0.06 -3.59 -3.21
F -1.27 -2.03 -2.64
F -2.13 -4.04 -3.05
F -1.05 -3.67 -1.19
B 4.03 -3.57 -1.45
F 4.94 -4.60 -1.10
F 2.87 -3.79 -0.88
F 4.49 -2.34 -1.11
F 3.80 -3.66 -2.78
B -1.49 5.33 0.69
F -0.30 5.24 1.36
F -1.38 4.57 -0.43
F -2.39 4.66 1.52
F -1.93 6.64 0.48
*
```